1.
12
Properties=species:S:1:pos:R:3:forces:R:3 method="wB97M-V/def2-TZVPD" lumo_ha=0.0863 homo_lumo_gap_ev=6.18 homo_energy_ev=-3.83 e_above_lowest_kcal_mol=184.98 energy_ha=-322.9235 total_charge=-1
C 0.99102 -1.14256 -0.08788 1.800 -1.640 -1.315
N 0.00799 0.78786 1.45819 2.209 2.523 -1.303
C -0.07695 0.05297 0.27320 -4.080 0.198 6.973
C -0.66045 0.96428 -0.87479 0.595 1.478 -2.059
O 0.03079 1.09960 -1.95658 0.534 -0.199 -0.389
O 0.53140 -2.29242 -0.36722 -0.947 -0.525 -0.365
H 1.56443 -1.17945 0.82416 0.636 0.644 0.759
H 1.54313 -0.68591 -0.95026 -0.368 0.795 0.206
H -0.84549 -0.45978 0.89097 -0.560 -2.176 -2.925
H -0.58198 0.48755 2.24181 0.480 -0.667 -0.382
H -0.88067 1.91816 -0.36837 -0.189 0.136 0.221
H -1.62321 0.44970 -1.08323 -0.111 -0.568 0.578

2.
15
Properties=species:S:1:pos:R:3:forces:R:3 method="wB97M-V/def2-TZVPD" lumo_ha=0.0242 homo_lumo_gap_ev=11.59 homo_energy_ev=-10.93 e_above_lowest_kcal_mol=25.99 energy_ha=-257.8837
O -0.39487 0.65745 0.77245 -0.799 1.245 1.565
B -0.01507 0.16675 -0.23538 1.403 -2.349 -1.932
C 0.45341 -0.59729 -1.49178 -0.658 -0.084 -1.103
C -0.70636 -0.93573 -2.53986 0.437 -0.236 0.850
C 0.18231 0.25407 -2.74562 0.309 0.237 -1.954
H 1.32439 -1.34763 -1.62079 -1.527 1.687 0.823
H -1.78850 -0.86237 -2.31065 0.996 0.366 0.179
H -0.49314 -1.87812 -3.04305 0.069 0.431 -0.183
H 0.97764 0.13646 -3.56351 -1.371 0.458 1.262
H -0.32811 1.28625 -2.72384 1.124 -1.759 0.323
C 0.12359 0.59694 3.89563 -1.356 -0.046 -0.016
H 1.01627 0.90010 4.34711 1.715 -0.051 1.020
H -0.67366 0.84422 4.69400 0.887 -0.661 -1.738
H 0.12814 1.25126 3.01161 -0.867 -0.349 0.289
H 0.19395 -0.47236 3.55370 -0.362 1.112 0.616

3.
81
Properties=species:S:1:pos:R:3:forces:R:3 method="wB97M-V/def2-TZVPD" lumo_ha="0.0720 / 0.0389" homo_lumo_gap_ev="5.20 / 7.06" spin_multiplicity=5 homo_energy_ev="-3.24 / -6.00" e_above_lowest_kcal_mol=9.09 energy_ha=-2790.0786 total_charge=-1
Rh -1.18620 -1.22785 1.07537 -0.090 0.012 -0.128
O -2.76148 -2.25157 4.77326 0.022 -0.032 0.035
C -1.98235 -1.69305 4.02732 0.005 0.106 -0.047
O -1.96023 -1.96704 2.74223 0.007 -0.125 0.037
C -1.06026 -0.62328 4.57092 -0.051 0.019 0.062
C -1.56134 0.21696 5.57093 0.036 -0.070 -0.126
C -0.74361 1.25107 6.00167 -0.050 0.128 0.096
C 0.51422 1.51328 5.49993 0.028 -0.046 -0.066
C 1.00451 0.65265 4.50561 -0.111 0.023 0.082
C 0.21803 -0.43683 4.09197 0.091 -0.043 -0.084
N 2.19332 0.92791 3.85362 -0.112 -0.170 -0.019
O 2.60848 0.11432 2.95766 0.080 -0.124 0.019
O 2.77933 2.03691 4.08474 0.187 0.201 0.089
N -1.27217 2.16730 7.03593 0.035 -0.046 0.043
O -0.55040 3.06511 7.43129 -0.091 -0.040 -0.027
O -2.40413 1.97648 7.44337 0.082 0.047 -0.028
H -2.54512 0.06251 5.98318 -0.005 0.015 0.008
H 1.09930 2.35678 5.82741 -0.015 -0.008 0.006
H 0.62699 -1.06790 3.32552 -0.012 -0.030 -0.023
C 2.66769 0.80769 -6.48167 -0.006 -0.010 -0.022
C 2.52071 1.20839 -5.03857 0.002 0.006 0.020
C 1.26744 1.41300 -4.46896 0.002 -0.002 -0.005
C 1.13370 1.80647 -3.15004 0.038 -0.043 -0.014
C 2.26268 2.00285 -2.35305 -0.027 -0.036 0.047
N 2.04057 2.35497 -1.01602 -0.099 0.156 -0.108
C 2.98047 2.59995 -0.03950 -0.062 -0.247 0.237
O 4.17425 2.69490 -0.25186 0.055 0.093 -0.015
N 2.45941 2.73829 1.22896 0.080 0.358 -0.270
C 1.15029 2.42999 1.62687 -0.012 0.029 -0.015
C 0.42221 3.26387 2.46291 -0.008 0.020 -0.065
C -0.86600 2.89800 2.82406 0.000 -0.054 0.005
C -1.38280 1.70517 2.35739 -0.041 0.069 -0.071
N -0.66243 0.89154 1.58434 -0.048 -0.010 0.058
C 0.56988 1.23348 1.23395 0.004 -0.096 0.075
C 3.52485 1.79876 -2.90240 0.083 0.016 -0.067
C 3.63256 1.40764 -4.22963 -0.003 -0.006 -0.006
H 1.78328 0.27582 -6.83447 -0.004 -0.001 -0.002
H 3.53160 0.15733 -6.62485 0.003 0.000 -0.001
H 2.80466 1.68008 -7.12553 -0.001 0.006 -0.002
H 0.37351 1.25309 -5.06230 0.001 0.003 -0.008
H 0.14719 1.93882 -2.72107 -0.038 0.012 0.020
H 1.06923 2.39589 -0.74922 0.048 0.009 -0.018
H 3.14397 2.89186 1.95804 -0.048 -0.186 0.175
H 0.86856 4.17788 2.83118 0.016 -0.007 -0.019
H -1.45964 3.52292 3.47578 -0.009 0.010 0.006
H -2.38106 1.37514 2.61313 -0.003 -0.017 -0.002
H 1.12636 0.51744 0.64489 0.008 0.047 0.019
H 4.40315 1.94556 -2.29310 -0.048 -0.010 -0.027
H 4.62312 1.24741 -4.64190 0.002 -0.001 -0.007
C 1.82295 -3.38130 2.71565 -0.038 -0.003 0.032
C 1.19895 -3.20467 1.32627 -0.032 0.097 -0.047
C 0.23633 -4.35320 1.00180 0.032 -0.048 -0.015
C 2.29406 -3.07128 0.26051 0.024 -0.024 0.011
N 0.44475 -1.98899 1.30797 0.001 -0.107 0.077
H 2.50008 -4.23708 2.69318 0.008 -0.002 0.015
H 1.04975 -3.56801 3.46254 -0.005 0.022 -0.005
H 2.37727 -2.48564 2.99890 0.042 0.003 -0.021
H 0.78043 -5.29870 1.04367 -0.009 -0.007 0.004
H -0.18138 -4.23692 0.00020 0.004 0.015 -0.003
H -0.57984 -4.38065 1.72423 0.002 0.003 0.010
H 2.87615 -3.99389 0.22364 0.003 0.000 -0.003
H 2.96063 -2.24581 0.50933 0.002 0.016 0.000
H 1.85660 -2.88919 -0.72149 -0.007 0.007 -0.006
C -4.57007 -1.64523 -6.36241 -0.001 -0.006 -0.006
C -3.95016 -1.21862 -5.06031 -0.012 0.005 0.006
C -2.83916 -1.87281 -4.54551 0.006 -0.008 -0.004
C -2.27509 -1.48539 -3.33692 0.010 -0.022 -0.006
C -2.82827 -0.42498 -2.64422 -0.037 -0.029 0.020
C -3.93381 0.25412 -3.14355 0.011 -0.015 -0.028
C -4.48913 -0.14995 -4.34235 0.013 0.000 0.004
S -2.13712 0.11055 -1.11659 0.055 0.166 0.089
O -3.00353 -0.38257 -0.01795 0.046 0.064 0.074
O -2.00989 1.53981 -1.19944 -0.031 -0.067 -0.078
O -0.84160 -0.62352 -0.96713 -0.002 0.022 0.029
H -4.00610 -2.45598 -6.82155 0.003 -0.001 0.000
H -4.60860 -0.81525 -7.06957 0.002 0.006 0.002
H -5.59370 -1.99088 -6.20818 -0.006 -0.002 -0.006
H -2.40202 -2.69656 -5.09659 0.000 -0.010 -0.003
H -1.40396 -1.98712 -2.93937 0.007 -0.003 0.005
H -4.33992 1.09545 -2.59855 -0.002 0.007 0.013
H -5.35089 0.37631 -4.73551 -0.010 0.000 -0.005

4.
136
Properties=species:S:1:pos:R:3:forces:R:3 method="wB97M-V/def2-TZVPD" lumo_ha=-0.0032 homo_lumo_gap_ev=8.56 homo_energy_ev=-8.65 e_above_lowest_kcal_mol=169.79 energy_ha=-2768.3331
C -3.35013 -4.63375 -0.74045 -3.301 1.787 1.889
C -2.00150 -5.05745 -0.94550 1.433 -0.548 -0.533
O -1.33493 -4.08417 -1.71714 0.131 -0.439 -1.466
H -3.79469 -4.11807 -1.59166 0.269 -0.206 -0.278
H -3.39534 -3.90466 0.06855 -0.186 0.358 0.098
H -4.05984 -5.40360 -0.43757 0.179 -0.328 -0.033
H -2.19071 -5.97815 -1.49742 1.426 -0.326 -0.427
H -1.41265 -5.21732 -0.04228 -0.283 -0.482 0.056
H -0.82231 -3.44064 -1.22248 0.425 0.342 0.784
C 4.02778 5.02918 -1.49287 0.962 -0.294 -0.274
C 5.25224 4.50571 -0.76505 0.381 -0.352 0.224
O 4.84351 4.07553 0.51053 -0.318 -0.194 1.044
H 3.69419 5.94892 -1.01235 0.050 0.070 -0.223
H 3.18754 4.33493 -1.50420 0.174 -0.145 0.061
H 4.38465 5.18642 -2.51071 -0.513 0.446 -0.209
H 6.04973 5.24527 -0.69323 -0.243 0.731 0.169
H 5.82522 3.69227 -1.21015 -0.637 -0.393 -0.814
H 5.45823 3.42039 0.84893 0.068 0.100 0.007
C -0.67816 3.73143 1.73896 0.810 -1.079 -1.363
C 0.57260 3.55108 0.82221 -2.815 0.111 -0.271
O 0.39501 4.42038 -0.25516 0.887 0.781 -1.794
H -1.00025 4.77094 1.80031 1.003 0.315 1.518
H -0.44946 3.00401 2.51785 -0.825 0.912 1.116
H -1.59651 3.43302 1.23331 0.273 -0.983 -0.387
H 0.44213 2.60876 0.29013 0.301 -0.368 0.494
H 1.53109 3.54245 1.34117 0.127 0.519 -0.011
H 0.32333 5.36020 -0.07296 0.176 -0.094 0.666
C -2.71783 2.53050 -1.16769 0.670 1.779 -1.138
C -3.63731 3.75351 -0.98803 -0.522 -1.177 -0.211
O -4.81938 3.17303 -0.48805 -1.433 -0.344 0.904
H -3.01752 2.00149 -2.07236 -0.462 -0.466 0.433
H -2.65803 1.92341 -0.26438 -0.125 -0.002 -0.232
H -1.73925 2.89960 -1.47467 0.459 -0.045 0.491
H -3.98056 4.21572 -1.91358 1.050 0.233 -0.393
H -3.29454 4.52156 -0.29470 0.414 -0.029 -0.010
H -5.58395 3.60146 -0.87982 -0.009 0.027 0.157
C -4.75782 -0.63299 -0.69423 -0.995 -0.006 0.278
C -6.15276 -0.90532 -1.21933 0.239 -1.621 0.163
O -6.65982 -1.99007 -0.40361 -0.015 0.514 -0.091
H -4.16150 -1.52333 -0.49474 -0.039 -0.166 -0.786
H -4.96477 -0.27921 0.31578 0.566 0.872 -0.035
H -4.32467 0.06237 -1.41322 0.533 0.190 0.697
H -6.12795 -1.22405 -2.26139 -0.021 -0.006 -0.169
H -6.75859 -0.00186 -1.14987 -0.174 -0.005 0.137
H -7.39863 -2.43888 -0.82114 -0.059 0.198 -0.152
C -1.65072 -4.43745 3.73792 4.721 -0.486 -0.845
O -2.32832 -4.30284 4.67729 -3.891 0.807 3.178
N -0.30900 -4.73337 3.93039 0.933 -0.497 1.957
N -1.82098 -4.28103 2.45393 -1.784 0.324 -2.261
H 0.39447 -4.81313 3.21007 -0.332 0.367 0.174
H -0.06383 -4.44828 4.86779 0.492 -0.432 -0.228
H -2.71698 -3.96655 2.10988 0.409 -0.387 -0.420
H -0.98745 -4.57011 1.96223 -0.721 0.456 -1.143
C 1.66057 -4.32447 -3.70112 1.172 -0.408 1.729
O 2.49921 -4.22711 -4.56288 0.900 0.590 -0.645
N 1.84357 -4.21764 -2.34557 0.410 0.600 0.253
N 0.42491 -4.70446 -3.94076 -3.503 -0.976 -2.689
H 1.09189 -4.63229 -1.81346 0.496 0.202 0.347
H 2.79103 -4.13485 -2.00561 0.027 -0.274 -0.035
H -0.40516 -4.59266 -3.37633 0.487 0.283 0.665
H 0.21284 -4.76624 -4.92631 0.120 -0.039 0.083
C 5.36714 -3.36129 -1.39722 -0.759 -4.820 -0.954
O 4.79980 -4.10367 -2.23107 0.816 2.034 1.058
N 6.46866 -3.82619 -0.70791 0.140 0.524 -0.196
N 4.90261 -2.27839 -0.80590 -0.749 1.939 -0.033
H 6.98813 -4.57824 -1.13765 0.181 0.440 0.134
H 6.88857 -3.04171 -0.23004 1.133 -0.969 0.072
H 5.59715 -1.82429 -0.23013 -0.908 0.642 -0.047
H 4.14682 -1.77251 -1.24520 0.092 0.287 0.286
C 1.89892 -5.50127 1.36763 -0.788 -1.470 -0.678
O 0.81799 -4.96339 1.34710 -1.753 1.044 -0.090
N 3.02458 -4.98030 1.70841 3.243 3.394 1.717
N 2.14609 -6.75351 1.03190 -0.889 -2.499 -0.928
H 2.99074 -4.09220 2.18823 0.575 0.069 -0.104
H 3.80081 -5.61758 1.81536 0.090 1.008 0.374
H 3.13066 -6.97862 1.03748 -0.866 -1.178 -0.388
H 1.35692 -7.37388 0.92029 0.647 -0.240 -0.256
C 3.19362 -0.62790 4.06585 0.812 -0.670 0.383
O 3.62623 -1.54756 3.41042 0.141 -1.291 -0.208
N 3.02838 0.57910 3.64922 -0.543 4.449 -2.717
N 2.89624 -0.59628 5.35954 -0.109 -3.589 4.583
H 2.80382 1.21810 4.39844 0.269 0.588 -1.035
H 3.48709 0.86794 2.79701 -0.380 0.204 0.165
H 3.20929 -1.39755 5.88877 -0.275 -0.228 -0.234
H 2.59676 0.10742 6.01924 0.025 0.447 -1.048
C -3.77598 1.73274 2.94186 1.048 -0.882 0.591
C -5.07888 1.66743 3.66092 -0.345 -0.556 0.482
C -4.91041 0.86842 5.03912 -0.187 0.713 0.626
O -5.93234 1.02907 6.08066 0.281 0.566 -0.401
C -5.44235 0.43486 7.29403 -0.351 -0.599 -0.693
N -5.54198 3.03695 3.92257 -0.411 -0.956 1.101
H -3.87761 1.54336 1.87326 0.098 0.686 -0.039
H -3.12796 0.94116 3.31811 0.287 -0.179 -0.077
H -3.34253 2.67279 3.28320 0.350 0.101 -0.750
H -5.79808 1.23606 2.96466 -0.240 -0.875 0.451
H -4.01144 1.19722 5.56049 0.488 0.496 -0.513
H -4.73719 -0.20077 4.91692 -0.270 -0.194 -0.644
H -5.25412 -0.59428 6.98818 0.455 -0.292 0.688
H -6.13721 0.42447 8.13377 -0.770 0.185 -0.635
H -4.57236 0.89854 7.75903 0.503 0.246 -0.690
H -5.98118 3.40070 3.08898 0.043 0.077 -0.294
H -6.30290 2.69249 4.49041 -0.940 1.446 0.725
C 3.17868 2.56589 -4.99987 -1.587 -0.747 -1.347
C 2.81528 3.35529 -6.33102 0.125 1.587 2.253
C 1.78636 4.51454 -6.09932 0.386 -1.335 -0.721
O 2.30682 5.48971 -5.23531 0.710 -1.251 0.107
C 1.26564 6.20437 -4.70478 0.085 1.830 1.087
N 4.05632 3.98957 -6.74363 -0.193 -0.032 -0.889
H 4.00298 1.91234 -5.28537 0.122 -0.066 0.252
H 2.34296 1.90525 -4.76917 -0.093 -0.235 0.180
H 3.40669 3.09027 -4.07190 0.115 0.659 -0.492
H 2.36087 2.71393 -7.08617 0.304 -0.314 0.040
H 0.85000 4.06965 -5.76255 -0.086 -0.027 0.651
H 1.49405 5.02318 -7.01798 0.299 -0.131 -0.560
H 0.60781 5.58655 -4.09349 -0.526 -0.081 -0.435
H 0.82647 6.82984 -5.48196 -0.888 -0.321 -0.108
H 1.66288 6.94563 -4.01136 0.327 -0.026 0.157
H 4.81072 3.44143 -6.35566 0.307 0.372 -0.148
H 4.03325 4.90172 -6.31055 0.609 0.109 0.030
C -0.96858 -0.74180 1.18844 1.524 -0.545 -1.184
C 0.15556 -0.78911 0.05157 0.318 1.214 0.389
C 1.53922 -0.05129 0.38371 -0.903 0.198 0.135
O 2.41748 -0.02747 -0.71774 1.084 1.149 -1.531
C 2.33639 1.08279 -1.67485 -0.272 -1.120 0.555
N 0.59554 -2.09372 -0.33952 -0.780 -1.816 0.714
H -1.44434 0.23119 1.31113 0.347 0.138 -0.080
H -0.51657 -1.07179 2.12380 -0.082 0.099 0.192
H -1.76228 -1.44874 0.94681 0.081 -0.095 -0.135
H -0.27311 -0.51696 -0.91293 -0.161 1.461 0.211
H 2.15179 -0.66044 1.04838 -0.698 -0.365 0.613
H 1.45817 0.92360 0.86446 -0.196 0.248 -0.197
H 1.52508 0.80376 -2.34717 -0.315 0.827 0.016
H 3.22199 1.18176 -2.30255 0.348 -0.810 0.258
H 2.30343 2.05544 -1.18396 -0.763 -0.060 0.193
H 1.38114 -1.96376 -0.96084 0.072 -0.293 -0.289
H 0.94707 -2.54715 0.49171 0.234 -0.641 0.091

5.
8
Properties=species:S:1:pos:R:3:forces:R:3 method="wB97M-V/def2-TZVPD" lumo_ha="0.0317 / -0.0567" homo_lumo_gap_ev="7.67 / 8.00" spin_multiplicity=3 homo_energy_ev="-6.81 / -9.55" e_above_lowest_kcal_mol=0.00 energy_ha=-548.0326
C -0.75956 0.19847 -0.08859 -2.849 -1.756 0.797
N 0.98830 -1.37295 -0.19454 0.398 -1.696 -1.153
N -0.05680 1.27648 -0.05384 -1.361 -0.819 -0.092
S -2.27232 -0.42517 -0.14605 1.727 1.028 -0.108
H 0.38397 -2.00310 0.32841 -0.269 -0.448 -0.255
H 1.38788 -0.88641 0.56517 0.965 1.030 1.339
H 0.92363 1.15898 -0.08522 1.057 0.633 -0.213
H -0.59510 2.05369 -0.32534 0.331 2.028 -0.315